The following is a quantum chemistry calculation of 2 unconnected molecules or ions with the total composition C36H31N2S, from OMol25.

The geometry in XYZ format:
```
70
Properties=species:S:1:pos:R:3:lowdin_charge:R:1
C -4.138 5.637 -0.675 -0.08
C -3.227 5.395 0.365 -0.07
C -2.427 4.253 0.337 -0.03
C -2.550 3.341 -0.711 -0.22
C -1.664 2.107 -0.681 -0.21
C -0.374 2.264 -1.465 -0.18
C 0.725 1.462 -1.136 -0.05
C 1.976 1.718 -1.698 -0.10
C 2.086 2.680 -2.718 -0.10
C 0.950 3.367 -3.160 -0.08
C -0.287 3.153 -2.541 -0.01
C -2.358 0.832 -1.182 -0.31
C -3.730 0.629 -0.582 -0.13
C -4.300 -0.712 -0.956 -0.11
N -3.273 -1.751 -0.821 -0.04
C -3.589 -3.104 -0.714 -0.24
C -2.445 -3.907 -0.631 -0.47
C -2.593 -5.280 -0.421 -0.08
C -3.886 -5.801 -0.239 -0.09
C -5.014 -4.968 -0.299 -0.08
C -4.877 -3.603 -0.562 -0.01
S -0.990 -2.947 -0.752 1.07
C -1.936 -1.467 -0.859 -0.59
N -1.440 -0.282 -0.898 0.06
C -3.452 3.570 -1.753 -0.07
C -4.237 4.734 -1.741 -0.07
H -4.771 6.526 -0.647 0.10
H -3.139 6.085 1.207 0.10
H -1.708 4.035 1.132 0.12
H -1.399 1.940 0.377 0.15
H 0.557 0.618 -0.460 0.09
H 2.842 1.155 -1.350 0.07
H 3.055 2.880 -3.178 0.10
H 1.005 4.080 -3.986 0.11
H -1.186 3.677 -2.881 0.11
H -2.470 0.916 -2.289 0.16
H -3.668 0.735 0.513 0.14
H -4.403 1.415 -0.942 0.11
H -5.139 -0.965 -0.303 0.12
H -4.669 -0.701 -1.996 0.14
H -1.704 -5.896 -0.395 0.10
H -4.007 -6.863 -0.040 0.10
H -6.010 -5.377 -0.135 0.11
H -5.740 -2.932 -0.619 0.11
H -3.546 2.851 -2.573 0.12
H -4.932 4.919 -2.564 0.11
C 4.242 -0.582 1.304 0.14
C 4.354 -0.091 2.636 -0.17
C 4.396 1.332 2.805 0.01
C 4.424 1.927 4.055 -0.04
C 4.392 1.134 5.219 -0.01
C 4.405 -0.261 5.088 -0.04
C 4.419 -0.866 3.829 0.02
C 4.448 -1.885 0.773 -0.17
C 4.664 -1.987 -0.641 0.01
C 4.828 -3.209 -1.272 -0.04
C 4.794 -4.402 -0.527 -0.01
C 4.625 -4.331 0.864 -0.04
C 4.427 -3.109 1.503 0.02
H 4.118 0.201 0.553 0.12
H 4.402 1.946 1.899 0.13
H 4.459 3.015 4.140 0.12
H 4.392 1.608 6.204 0.13
H 4.401 -0.879 5.988 0.12
H 4.467 -1.949 3.779 0.09
H 4.685 -1.057 -1.213 0.12
H 4.974 -3.247 -2.352 0.12
H 4.920 -5.366 -1.030 0.13
H 4.635 -5.254 1.448 0.12
H 4.215 -3.107 2.567 0.09
```

As for the total charge: +1. The calculation puts the HOMO energy at -9.4 eV. The lowest unoccupied orbital energy is -5.891 eV. The molar mass is 523.7 g mol⁻¹.